Here is the molecule C23H26N2O6 from the Open Molecules 2025 dataset. Energies are from ωB97M-V with the def2-TZVPD basis set.

```
57
Properties=species:S:1:pos:R:3:nbo_charge:R:1
C -2.537 3.843 4.597 -0.2586
O -1.585 4.564 3.830 -0.4994
C -1.296 4.058 2.627 0.7985
O -1.826 3.035 2.224 -0.6402
C -0.305 4.854 1.886 -0.2522
C 0.238 5.996 2.482 -0.1333
C 1.173 6.765 1.825 -0.2546
C 1.585 6.401 0.550 -0.1510
C 1.065 5.281 -0.063 -0.2838
C 0.116 4.489 0.586 0.2985
N -0.430 3.364 -0.005 -0.6529
C -0.153 2.795 -1.216 0.7080
O 0.649 3.215 -2.017 -0.6019
C -0.973 1.527 -1.436 -0.3189
C -0.394 0.391 -0.581 -0.4007
C -1.177 -0.899 -0.840 -0.2124
N -1.154 -1.225 -2.243 -0.4356
C -0.569 -2.316 -2.786 0.6758
O -0.568 -2.535 -3.982 -0.6124
C 0.080 -3.262 -1.816 -0.0924
C -0.586 -4.412 -1.425 -0.3003
C 0.044 -5.326 -0.585 0.4187
O -0.692 -6.420 -0.246 -0.5058
C -0.110 -7.408 0.567 -0.2540
C 1.342 -5.087 -0.142 -0.4335
C 2.007 -3.934 -0.545 0.3314
O 3.274 -3.606 -0.167 -0.4904
C 3.995 -4.500 0.645 -0.2525
C 1.373 -3.020 -1.383 -0.2542
C -1.712 -0.198 -3.097 -0.2272
C -0.954 1.114 -2.908 -0.3904
H -2.662 4.399 5.523 0.1984
H -3.485 3.774 4.060 0.1954
H -2.175 2.833 4.802 0.1943
H -0.091 6.266 3.473 0.2302
H 1.581 7.644 2.300 0.2164
H 2.318 6.999 0.029 0.2172
H 1.385 4.999 -1.052 0.2623
H -1.118 2.900 0.590 0.4394
H -2.006 1.717 -1.121 0.2107
H 0.653 0.237 -0.849 0.2131
H -0.447 0.639 0.480 0.2175
H -2.220 -0.756 -0.531 0.1879
H -0.753 -1.723 -0.266 0.2338
H -1.586 -4.620 -1.767 0.2285
H 0.153 -7.016 1.556 0.1737
H -0.869 -8.181 0.679 0.2026
H 0.780 -7.843 0.099 0.1764
H 1.831 -5.795 0.506 0.2250
H 3.515 -4.638 1.619 0.1738
H 4.122 -5.473 0.159 0.1767
H 4.972 -4.042 0.790 0.2029
H 1.912 -2.139 -1.692 0.2222
H -2.771 -0.061 -2.845 0.1833
H -1.632 -0.550 -4.127 0.2521
H 0.081 0.992 -3.229 0.2239
H -1.405 1.894 -3.521 0.2198
```

Computed properties:
E ... -39539.2390 eV
Largest force on an atom ... 0.5 eV Å⁻¹
Spin multiplicity ... 1
SMILES ... COC(=O)c1ccccc1NC(=O)C1CCN(C(=O)c2cc(OC)cc(OC)c2)CC1
Orbital gap ... 8.58 eV

***

Here is the molecule C23H26N6O3 at a distorted geometry from the Open Molecules 2025 dataset. Energies are from ωB97M-V with the def2-TZVPD basis set.

```
58
Properties=species:S:1:pos:R:3:nbo_charge:R:1
C -4.688 -0.414 2.175 -0.6522
C -4.482 0.213 3.550 -0.0600
O -3.568 1.293 3.521 -0.4950
C -2.244 1.040 3.348 0.3120
C -1.638 -0.209 3.431 -0.3046
C -0.278 -0.342 3.235 -0.1189
C 0.509 0.766 2.953 0.0816
N 1.879 0.624 2.652 -0.4406
C 2.527 1.513 1.709 -0.1964
C 3.640 0.640 1.103 -0.3032
C 3.045 -0.086 -0.099 0.6919
O 3.211 0.319 -1.233 -0.6393
N 2.289 -1.168 0.186 -0.6073
C 1.442 -1.795 -0.807 -0.2754
C 0.046 -1.292 -0.667 0.3207
N -0.676 -1.413 0.425 -0.3067
N -1.851 -0.861 0.166 -0.0666
N -1.899 -0.415 -1.017 -0.0560
N -0.714 -0.651 -1.596 -0.2061
C -0.464 -0.306 -2.937 0.1740
C 0.737 0.267 -3.329 -0.2535
C 0.917 0.573 -4.665 -0.1832
C -0.070 0.335 -5.611 -0.0106
C 0.165 0.674 -7.049 -0.6315
C -1.289 -0.220 -5.201 0.0049
C -2.382 -0.479 -6.189 -0.6338
C -1.473 -0.534 -3.865 -0.2140
C 4.005 -0.255 2.282 -0.5095
C 2.694 -0.386 3.058 0.6675
O 2.439 -1.246 3.870 -0.5976
C -0.087 2.024 2.901 -0.2156
C -1.444 2.156 3.097 -0.2528
H -3.746 -0.765 1.760 0.2413
H -5.101 0.324 1.492 0.2112
H -5.381 -1.248 2.253 0.2086
H -4.164 -0.541 4.281 0.1658
H -5.414 0.660 3.906 0.1898
H -2.212 -1.099 3.627 0.2210
H 0.168 -1.320 3.297 0.2323
H 2.957 2.382 2.222 0.1988
H 1.815 1.866 0.959 0.2216
H 4.473 1.244 0.739 0.2440
H 2.072 -1.401 1.143 0.4143
H 1.843 -1.572 -1.797 0.2562
H 1.446 -2.877 -0.641 0.2335
H 1.520 0.488 -2.619 0.2570
H 1.853 1.015 -4.974 0.2146
H 1.157 1.095 -7.189 0.2196
H -0.572 1.397 -7.398 0.2200
H 0.073 -0.216 -7.672 0.2196
H -2.668 0.444 -6.693 0.2205
H -3.258 -0.891 -5.695 0.2207
H -2.049 -1.182 -6.952 0.2196
H -2.406 -0.958 -3.525 0.2270
H 4.743 0.229 2.925 0.2438
H 4.393 -1.233 2.001 0.2421
H 0.507 2.903 2.705 0.2112
H -1.915 3.126 3.051 0.2237
```

Computed properties:
E ... -39356.4483 eV
Largest force on an atom ... 1.6 eV Å⁻¹
Spin multiplicity ... 1
SMILES ... CCOc1ccc(N2C[C@H](C(=O)NCc3nnnn3-c3ccc(C)c(C)c3)CC2=O)cc1
Orbital gap ... 8.46 eV

***

Here is the molecule C23H26N6O5 at a distorted geometry from the Open Molecules 2025 dataset. Energies are from ωB97M-V with the def2-TZVPD basis set.

```
60
Properties=species:S:1:pos:R:3:nbo_charge:R:1
C -1.535 -5.862 -0.900 -0.2586
O -2.056 -4.578 -0.594 -0.5054
C -1.287 -3.801 0.182 0.7901
O -0.204 -4.149 0.598 -0.6198
C -1.879 -2.475 0.437 -0.2113
C -1.424 -1.733 1.525 -0.1384
C -1.854 -0.440 1.729 -0.2820
C -2.724 0.149 0.812 0.2667
N -3.050 1.500 0.852 -0.6412
C -2.454 2.481 1.608 0.6951
O -1.851 2.279 2.634 -0.5903
C -2.579 3.852 0.972 -0.4816
C -1.427 4.013 -0.044 -0.4351
C -1.450 2.940 -1.070 0.2839
N -2.208 2.881 -2.143 -0.2813
N -1.999 1.730 -2.774 -0.3048
C -1.104 1.052 -2.082 0.2808
C -0.529 -0.229 -2.219 -0.1571
C 0.303 -0.655 -1.237 -0.2693
C 0.608 0.197 -0.115 0.4256
N 1.367 -0.230 0.918 -0.4118
C 1.949 0.744 1.819 -0.2199
C 3.484 0.656 1.785 -0.4515
C 3.955 0.123 0.429 0.5561
C 3.431 -1.319 0.213 -0.4717
C 2.083 -1.483 0.927 -0.2269
O 5.363 0.170 0.368 -0.5237
C 5.719 0.353 -0.983 -0.0998
C 4.475 1.008 -1.619 -0.0961
O 3.501 0.984 -0.600 -0.5430
N 0.109 1.414 -0.018 -0.3365
N -0.727 1.792 -0.979 -0.1670
C -3.227 -0.612 -0.247 -0.2744
C -2.818 -1.914 -0.428 -0.1472
H -1.326 -6.415 0.017 0.1959
H -2.298 -6.367 -1.487 0.1967
H -0.610 -5.770 -1.473 0.1893
H -0.717 -2.185 2.204 0.2307
H -1.489 0.138 2.561 0.2625
H -3.590 1.817 0.055 0.4078
H -2.480 4.614 1.745 0.2374
H -3.536 3.971 0.463 0.2179
H -1.520 4.981 -0.536 0.2425
H -0.474 3.958 0.485 0.2413
H -0.772 -0.826 -3.081 0.2366
H 0.753 -1.630 -1.302 0.2281
H 1.583 0.564 2.834 0.2017
H 1.612 1.727 1.495 0.2511
H 3.923 1.640 1.942 0.2356
H 3.872 -0.016 2.550 0.2135
H 3.323 -1.492 -0.859 0.2082
H 4.166 -2.021 0.607 0.2270
H 2.248 -1.738 1.977 0.2061
H 1.487 -2.286 0.494 0.2391
H 5.948 -0.610 -1.456 0.1685
H 6.603 0.991 -1.014 0.1953
H 4.645 2.051 -1.899 0.1908
H 4.129 0.452 -2.498 0.1733
H -3.913 -0.159 -0.950 0.2205
H -3.188 -2.490 -1.261 0.2298
```

Computed properties:
E ... -43451.1055 eV
Largest force on an atom ... 1.5 eV Å⁻¹
Spin multiplicity ... 1
SMILES ... COC(=O)c1ccc(NC(=O)CCc2nnc3ccc(N4CCC5(CC4)OCCO5)nn23)cc1
Orbital gap ... 8.46 eV

***

Here is a structure of composition C23H26N9O2S2SeY from the Open Molecules 2025 dataset. Energies are from ωB97M-V with the def2-TZVPD basis set.

```
64
Properties=species:S:1:pos:R:3:nbo_charge:R:1
Y -0.609 -1.790 0.495 1.4488
N 1.527 -1.347 3.450 -0.5551
C 0.213 -1.488 3.835 0.4416
C 0.015 -1.784 5.198 -0.2717
C -1.258 -1.941 5.679 -0.1350
C -2.332 -1.781 4.804 -0.2796
C -2.050 -1.484 3.494 0.0518
N -0.807 -1.347 2.992 -0.5468
C 2.173 -1.000 2.279 0.4379
C 3.575 -1.112 2.310 -0.2694
C 4.303 -0.690 1.230 -0.1277
C 3.634 -0.151 0.136 -0.3040
C 2.261 -0.104 0.184 0.1336
N 1.516 -0.522 1.225 -0.5543
H 2.165 -1.700 4.140 0.4012
H 0.871 -1.892 5.851 0.2141
H -1.419 -2.186 6.720 0.2224
H -3.357 -1.899 5.123 0.2260
H -2.844 -1.370 2.769 0.2270
H 4.060 -1.547 3.174 0.2138
H 5.382 -0.782 1.236 0.2210
H 4.150 0.198 -0.746 0.2308
H 1.712 0.270 -0.667 0.2006
N 4.928 -0.525 -4.519 -0.7935
C 3.612 -0.613 -4.094 0.1916
C 2.682 0.367 -4.456 -0.2862
C 1.383 0.309 -3.987 -0.1557
C 0.995 -0.729 -3.154 -0.3455
C 1.908 -1.711 -2.784 -0.1688
C 3.207 -1.653 -3.248 -0.2685
S -0.622 -0.762 -2.465 2.3461
O -1.545 -0.184 -3.411 -0.9541
O -0.832 -2.136 -2.004 -0.9593
N -0.589 -0.028 -1.062 -1.0729
C -0.569 1.301 -0.810 0.5654
N -0.340 2.191 -1.782 -0.5059
C -0.302 3.465 -1.409 0.0936
C -0.492 3.874 -0.100 -0.3666
C -0.737 2.865 0.826 0.0926
N -0.788 1.585 0.494 -0.4789
H 5.084 0.013 -5.356 0.3803
H 5.444 -1.390 -4.515 0.3826
H 2.985 1.178 -5.107 0.2104
H 0.671 1.075 -4.261 0.2422
H 1.608 -2.517 -2.119 0.2738
H 3.913 -2.417 -2.947 0.2197
H -0.111 4.190 -2.195 0.1976
H -0.449 4.913 0.188 0.2274
H -0.901 3.097 1.874 0.1952
Se 0.690 -3.915 0.913 -1.0930
C -3.845 1.844 -2.171 -0.4365
N -3.757 0.515 -1.610 -0.5736
C -3.789 0.242 -0.307 0.3771
S -3.595 -1.369 0.221 -0.2988
N -4.021 1.261 0.533 -0.5886
C -3.919 1.167 1.976 -0.4125
H -3.730 1.760 -3.248 0.2453
H -3.046 2.496 -1.801 0.1987
H -4.817 2.297 -1.959 0.1961
H -3.442 -0.234 -2.215 0.4503
H -4.052 2.186 0.137 0.4001
H -4.488 0.311 2.331 0.2246
H -4.333 2.074 2.410 0.2072
H -2.878 1.056 2.285 0.2142
```

Computed properties:
E ... -129843.4622 eV
Largest force on an atom ... 0.5 eV Å⁻¹
Spin multiplicity ... 1
Orbital gap ... 6.19 eV

***

The records above yield energy above the lowest of the compared OMol25 structures with the same formula, charge and spin values of 2.162; 1.444; 0.000; 0.283 eV, respectively.